(1)
Below is a structure of composition C36H41As2N3O8RuS4, with properties calculated with ωB97M-V/def2-TZVPD.

## Properties
- energy (Eh) = -8321.948880
- ⟨S²⟩ = 0.758
- spin multiplicity = 2
- charge = -1
- strongest force on any atom (eV/A) = 0.7
- HOMO-LUMO gap (spin up / spin down) (eV) = 7.41 / 7.30

Element x y z (Å)
Ru  -1.065  -0.717  0.238
C  -1.021  1.783  3.603
As  -1.869  0.767  2.175
C  -3.247  -0.162  3.169
C  -2.891  2.290  1.476
C  -3.615  3.167  2.279
C  -4.333  4.207  1.708
C  -4.327  4.383  0.330
C  -3.584  3.533  -0.475
C  -2.857  2.499  0.105
As  -1.689  1.330  -0.906
C  -2.511  1.278  -2.656
C  -0.204  2.554  -1.186
H  -1.810  2.038  4.313
H  -0.566  2.678  3.189
H  -0.265  1.163  4.071
H  -3.892  0.580  3.641
H  -2.777  -0.792  3.923
H  -3.807  -0.796  2.489
H  -3.642  3.032  3.355
H  -4.903  4.880  2.337
H  -4.902  5.184  -0.117
H  -3.571  3.683  -1.548
H  -2.399  2.249  -3.140
H  -3.562  1.011  -2.552
H  -1.998  0.510  -3.231
H  -0.590  3.513  -1.538
H  0.473  2.106  -1.907
H  0.319  2.678  -0.236
C  7.035  -1.438  3.841
C  5.642  -1.112  3.376
C  4.982  0.026  3.831
C  3.698  0.326  3.404
C  3.059  -0.519  2.508
C  3.702  -1.655  2.043
C  4.984  -1.946  2.479
S  1.388  -0.152  2.030
O  1.283  1.291  1.957
O  1.219  -0.862  0.736
N  0.429  -0.742  3.082
C  0.285  -2.191  3.057
C  -1.116  -2.669  2.653
O  -1.620  -3.598  3.271
O  -1.728  -2.077  1.677
H  7.491  -0.587  4.345
H  7.672  -1.718  3.001
H  7.029  -2.277  4.540
H  5.485  0.694  4.520
H  3.189  1.215  3.750
H  3.208  -2.294  1.324
H  5.487  -2.827  2.101
H  0.479  -2.593  4.053
H  0.975  -2.682  2.358
S  -2.850  -1.638  -1.029
C  -4.370  -1.104  -0.420
N  -4.623  0.025  0.162
C  -5.966  0.146  0.458
C  -6.549  1.253  1.073
C  -7.912  1.252  1.301
C  -8.704  0.163  0.925
C  -8.140  -0.942  0.312
C  -6.770  -0.943  0.081
S  -5.767  -2.156  -0.646
H  -5.928  2.091  1.357
H  -8.373  2.106  1.782
H  -9.770  0.184  1.113
H  -8.752  -1.785  0.021
C  3.118  1.781  -6.122
C  3.697  0.700  -5.254
C  3.903  -0.585  -5.751
C  4.394  -1.592  -4.939
C  4.691  -1.312  -3.614
C  4.514  -0.035  -3.102
C  4.017  0.961  -3.926
S  5.141  -2.626  -2.517
O  5.933  -3.579  -3.243
O  5.618  -2.009  -1.314
N  3.743  -3.387  -2.153
C  2.637  -2.609  -1.582
C  1.601  -2.201  -2.629
C  0.511  -1.398  -1.943
O  -0.201  -2.059  -1.115
O  0.411  -0.186  -2.159
H  3.128  1.494  -7.173
H  3.674  2.712  -6.014
H  2.083  1.983  -5.839
H  3.664  -0.799  -6.786
H  4.547  -2.591  -5.325
H  4.742  0.158  -2.063
H  3.860  1.954  -3.524
H  3.478  -4.047  -2.872
H  3.065  -1.735  -1.088
H  2.149  -3.197  -0.805
H  1.168  -3.106  -3.066
H  2.036  -1.587  -3.415


(2)
Below is a cluster of 3 separate species, C36H41Cl2F2IN3O12S in total at a distorted geometry, with properties calculated with ωB97M-V/def2-TZVPD.

## Properties
- energy (Eh) = -4279.322864
- charge = +1
- strongest force on any atom (eV/A) = 3.1
- HOMO-LUMO gap (eV) = 8.92

Element x y z (Å)
C  -0.730  -0.214  5.525
C  -0.041  -1.131  4.476
C  0.310  -0.423  3.134
N  -0.420  -1.019  1.971
C  0.296  -1.148  0.805
N  1.373  -1.860  0.673
C  2.104  -1.847  -0.622
C  2.013  -3.164  -1.409
C  3.134  -3.109  -2.495
S  2.750  -1.803  -3.740
C  1.967  -2.698  1.728
C  0.980  -3.694  2.401
C  1.423  -5.151  2.164
Cl  0.442  -6.181  3.264
N  -0.341  -0.364  -0.163
C  -0.724  -0.956  -1.459
C  -1.489  -2.293  -1.358
O  -1.090  -3.293  -0.853
I  -3.467  -2.336  -2.277
C  -1.407  0.442  0.461
O  -0.813  1.714  0.627
C  -1.293  2.578  -0.389
O  -2.399  3.041  -0.367
C  -0.378  2.880  -1.549
C  0.784  3.624  -1.383
C  1.613  3.853  -2.451
C  1.342  3.370  -3.716
C  0.171  2.654  -3.899
C  -0.657  2.430  -2.825
C  -1.742  -0.366  1.740
C  -2.681  -1.648  1.528
C  -3.671  -1.852  2.668
O  -3.398  -2.248  3.759
Cl  -5.381  -1.484  2.250
O  -2.308  0.292  2.843
C  -3.092  1.405  2.496
O  -3.987  1.346  1.698
C  -2.739  2.680  3.206
C  -1.428  3.107  3.341
C  -1.115  4.257  4.022
C  -2.105  5.026  4.613
C  -3.412  4.614  4.465
C  -3.718  3.464  3.782
H  -0.946  0.788  5.141
H  -1.684  -0.659  5.830
H  -0.094  -0.156  6.414
H  0.891  -1.496  4.930
H  -0.621  -2.038  4.267
H  1.392  -0.532  3.006
H  0.146  0.659  3.190
H  1.805  -0.963  -1.182
H  3.159  -1.711  -0.340
H  1.081  -3.267  -1.972
H  2.175  -4.014  -0.736
H  3.274  -4.061  -3.004
H  4.031  -2.754  -1.976
H  2.785  -0.625  -3.076
H  2.750  -3.303  1.257
H  2.495  -2.100  2.477
H  -0.072  -3.521  2.168
H  1.075  -3.541  3.484
H  2.458  -5.257  2.503
H  1.316  -5.450  1.119
H  -1.398  -0.247  -1.943
H  0.117  -1.092  -2.152
H  -2.344  0.438  -0.112
H  1.008  4.013  -0.392
H  2.538  4.415  -2.330
H  1.998  3.516  -4.568
H  -0.126  2.249  -4.864
H  -1.565  1.842  -2.975
H  -3.232  -1.465  0.593
H  -2.041  -2.513  1.347
H  -0.594  2.559  2.914
H  -0.073  4.549  4.125
H  -1.811  5.924  5.147
H  -4.189  5.233  4.905
H  -4.769  3.187  3.719
C  6.648  -0.539  -2.412
C  7.706  0.011  -1.490
O  6.936  0.526  -0.411
C  5.810  -0.224  -0.350
O  5.066  -0.257  0.576
O  5.634  -0.948  -1.484
F  8.386  1.024  -2.068
H  6.244  0.221  -3.081
H  7.000  -1.379  -3.006
H  8.411  -0.732  -1.113
C  -5.121  0.542  -5.887
C  -4.761  1.958  -6.252
O  -3.371  2.003  -5.971
C  -2.901  0.737  -6.150
O  -1.752  0.460  -6.257
O  -3.912  -0.163  -6.193
F  -5.399  2.852  -5.462
H  -5.346  0.433  -4.824
H  -5.956  0.156  -6.465
H  -4.930  2.213  -7.300


(3)
Below is a structure of composition C36H41N20O3Sr at a distorted geometry, with properties calculated with ωB97M-V/def2-TZVPD.

## Properties
- energy (Eh) = -2748.005891
- charge = -1
- strongest force on any atom (eV/A) = 3.3
- HOMO-LUMO gap (eV) = 6.81

Element x y z (Å)
Sr  -0.448  -0.973  1.145
N  -0.576  -3.868  3.541
C  -1.085  -2.680  4.057
N  -1.136  -2.460  5.326
N  -1.777  -1.289  5.458
N  -2.030  -0.838  4.298
N  -1.620  -1.704  3.322
C  -0.295  -4.228  2.195
N  0.291  -5.370  1.925
N  0.529  -5.349  0.554
N  0.086  -4.185  0.130
N  -0.476  -3.466  1.155
H  -0.566  -4.625  4.160
N  1.033  -0.331  5.211
C  0.883  0.979  5.282
C  1.539  1.520  4.253
N  2.181  0.510  3.497
C  1.849  -0.601  4.110
C  2.228  -1.960  3.798
N  2.278  -2.496  2.596
C  2.848  -3.756  2.807
C  2.917  -4.070  4.126
N  2.464  -2.927  4.740
H  0.477  -0.966  5.753
H  0.317  1.491  6.026
H  1.633  2.590  4.036
H  2.889  -4.454  1.981
H  3.207  -4.941  4.647
H  2.619  -2.746  5.686
C  2.918  2.776  -5.623
O  3.275  1.642  -4.826
C  2.723  0.456  -5.137
C  3.030  -0.247  -6.302
C  2.523  -1.586  -6.442
C  1.731  -2.144  -5.458
C  1.431  -1.411  -4.320
C  1.755  -0.081  -4.198
N  1.287  0.698  -3.146
C  0.285  0.281  -2.253
N  -0.948  0.140  -2.783
C  -2.046  -0.607  -2.287
C  -2.071  -1.137  -0.987
C  -3.114  -2.059  -0.763
C  -4.127  -2.320  -1.664
C  -4.093  -1.709  -2.938
C  -3.003  -0.852  -3.241
O  -2.601  -0.391  -4.506
C  -3.355  -0.736  -5.640
N  0.611  0.093  -0.990
C  1.951  0.202  -0.511
C  2.736  -0.938  -0.333
C  4.001  -0.851  0.212
C  4.455  0.374  0.705
C  3.648  1.523  0.628
C  2.428  1.449  -0.010
O  1.657  2.518  -0.287
C  1.981  3.809  0.258
H  3.405  2.786  -6.611
H  3.254  3.670  -5.134
H  1.874  2.716  -5.937
H  3.700  0.126  -7.097
H  2.650  -2.120  -7.360
H  1.379  -3.137  -5.732
H  0.799  -1.903  -3.662
H  2.061  1.140  -2.688
H  -1.113  0.575  -3.677
H  -3.129  -2.664  0.155
H  -4.956  -2.945  -1.420
H  -4.835  -1.927  -3.706
H  -3.173  -0.037  -6.452
H  -4.469  -0.796  -5.454
H  -3.089  -1.828  -5.886
H  2.293  -1.830  -0.605
H  4.526  -1.773  0.385
H  5.494  0.498  1.090
H  4.013  2.538  0.957
H  1.218  4.474  -0.131
H  3.028  4.131  -0.130
H  2.066  3.836  1.360
C  -1.351  2.017  2.376
N  -2.061  3.279  2.820
C  -1.962  4.242  1.727
N  -2.533  3.662  0.511
C  -1.882  2.449  0.113
N  -1.935  1.423  1.180
C  -3.355  1.100  1.475
N  -4.090  2.330  1.870
C  -3.434  2.924  3.049
C  -3.892  3.326  0.743
H  -1.343  1.357  3.219
H  -0.360  2.341  2.116
H  -0.893  4.505  1.556
H  -2.555  5.134  1.987
H  -0.846  2.698  -0.056
H  -2.357  2.061  -0.777
H  -3.347  0.341  2.199
H  -3.843  0.773  0.509
H  -3.459  2.084  3.814
H  -4.047  3.759  3.482
H  -4.558  4.208  1.012
H  -4.215  2.760  -0.161


> Among the records above, which one has the highest strongest force on any atom?

C36H41N20O3Sr